3 unconnected molecules or ions with the total composition C5H15NO2. Source: the Open Molecules 2025 dataset; level of theory: the ωB97M-V functional and the def2-TZVPD basis.

Each line ends with the natural charge from an NBO analysis.
Geometry (Å):
C 1.6849 -1.5299 0.8203  -0.548
C 0.9263 -0.9668 -0.1255  0.206
C -0.5630 -1.0382 -0.1011  -0.454
C -1.2096 -1.5483 1.1680  -0.611
N 1.4948 -0.4354 -1.2935  -0.614
C 0.7044 0.3909 -2.1838  -0.418
H 2.7612 -1.5452 0.8106  0.197
H 1.2363 -1.8450 1.7374  0.202
H -1.0101 -0.0456 -0.2799  0.200
H -0.9094 -1.5456 -1.0096  0.222
H -1.1260 -2.6298 1.2369  0.211
H -0.8861 -1.0046 2.0541  0.221
H -2.2909 -1.3622 1.1612  0.210
H 2.4247 -0.0896 -1.1066  0.375
H 0.2035 1.1949 -1.6526  0.196
H -0.0228 -0.2322 -2.7043  0.192
H 1.3568 0.7867 -2.9602  0.207
O -0.2432 1.7439 2.1390  -0.946
H -0.2273 1.9868 1.2058  0.466
H 0.5545 1.2073 2.2260  0.477
O -1.5164 2.7696 -0.7438  -0.948
H -2.0123 2.1705 -0.1639  0.478
H -1.3303 3.5679 -0.2345  0.478

## Properties
highest occupied orbital energy	-0.2897	Ha
LUMO energy	0.0213	Eh
gap between HOMO and LUMO	0.31094	Eh

A molecular structure, F2KNO4S2. Source: the Open Molecules 2025 dataset; level of theory: the ωB97M-V functional and the def2-TZVPD basis.

Each line ends with the natural charge from an NBO analysis.
Geometry (Å):
K -3.8953 16.1529 8.8903  0.995
N -6.2755 17.6894 8.1033  -1.218
S -6.6897 17.6439 6.6014  2.423
O -5.7499 18.2260 5.6596  -0.899
O -8.0922 17.6005 6.3100  -0.877
F -6.3326 16.0826 6.4044  -0.548
S -6.6223 19.2622 8.3701  2.408
O -7.9766 19.7382 8.3178  -0.868
O -5.6051 20.1658 7.8607  -0.903
F -6.3398 19.1845 9.9397  -0.514

## Properties
highest occupied orbital energy	-0.3641	Ha
LUMO energy	-0.0597	Eh
gap between HOMO and LUMO	0.30439	Eh

A molecular structure, C35H35Cl3N4O4RuS7. Source: the Open Molecules 2025 dataset; level of theory: the ωB97M-V functional and the def2-TZVPD basis.

Each line ends with the Mulliken charge.
Geometry (Å):
Ru 2.2012 -0.9205 0.5262  0.727
C 3.0353 -5.0190 1.6334  -1.783
C 2.6945 -3.5542 1.7742  0.734
O 2.7835 -2.8913 0.6912  -0.763
C 2.3641 -3.0762 3.0347  -1.013
C 2.1419 -1.7133 3.4044  0.904
C 1.9079 -1.3843 4.8543  -1.630
N 2.1808 -0.7534 2.5401  1.268
N 2.1117 0.5624 3.0118  -0.817
C 2.1903 1.3981 2.0285  0.299
O 2.3551 1.0852 0.7751  -0.654
C 2.0364 2.8500 2.3328  0.276
C 1.9885 3.7565 1.2798  -0.410
C 1.7522 5.1048 1.5212  -0.803
C 1.5752 5.5589 2.8201  -0.365
C 1.6590 4.6605 3.8775  -0.634
C 1.8866 3.3142 3.6365  -0.284
H 2.7373 -5.3625 0.6428  0.352
H 2.5547 -5.6254 2.4023  0.392
H 4.1168 -5.1452 1.7189  0.432
H 2.3299 -3.8040 3.8349  0.290
H 1.8256 -2.2954 5.4459  0.424
H 1.0034 -0.7867 4.9688  0.318
H 2.7319 -0.7813 5.2375  0.342
H 2.1419 3.3808 0.2761  0.599
H 1.7012 5.7997 0.6913  0.396
H 1.3866 6.6087 3.0102  0.384
H 1.5392 5.0121 4.8954  0.382
H 1.9504 2.6025 4.4489  0.462
S 7.0335 -0.4842 -5.0268  -0.324
C 5.9492 -0.5329 -3.7747  0.052
S 6.4041 -0.5620 -2.1174  -0.178
C 4.8031 -0.6713 -1.4111  0.359
C 3.7970 -0.6771 -2.2815  -0.330
S 2.1142 -0.8002 -1.8673  -0.130
S 4.2433 -0.5565 -3.9679  -0.072
S 4.6620 -0.7410 0.3294  -0.332
Cl -7.0224 -1.4496 -1.9645  -0.239
C -5.6429 -0.3920 -2.0044  0.453
C -5.7222 0.8640 -1.4303  -1.096
C -4.6063 1.6831 -1.4661  -0.225
C -3.4080 1.2734 -2.0381  -0.493
C -2.2537 2.2362 -2.1370  1.109
C -1.8547 2.8509 -0.7979  -1.425
N -1.3947 1.8247 0.1165  0.753
C -1.8488 1.5331 1.3869  -1.127
C -1.0440 0.5283 1.8467  -0.893
N -0.1268 0.1987 0.8772  1.359
C -0.3666 0.9844 -0.1360  -0.966
O -2.6127 3.2683 -3.0477  -0.419
C -1.4906 3.7817 -3.7709  -0.884
C -0.7359 2.7310 -4.5359  0.421
C -1.2707 1.9436 -5.5088  0.512
Cl -2.8876 1.9932 -6.0872  -0.207
S -0.1489 0.8177 -6.1428  -0.219
C 1.0793 1.3869 -5.0975  -0.032
C 0.6342 2.3952 -4.3062  -0.878
C -3.3632 -0.0008 -2.5937  1.212
Cl -1.9011 -0.6311 -3.2798  -0.081
C -4.4772 -0.8309 -2.5974  -1.054
H -6.6435 1.1976 -0.9734  0.435
H -4.6706 2.6806 -1.0483  0.356
H -1.3851 1.7025 -2.5226  -0.095
H -2.6862 3.3922 -0.3496  0.308
H -1.0481 3.5659 -0.9698  0.298
H -2.6754 2.0586 1.8340  0.560
H -1.0428 0.0447 2.8093  0.562
H 0.2028 0.9820 -1.0574  0.179
H -0.7966 4.2845 -3.0893  0.300
H -1.9101 4.5282 -4.4445  0.386
H 2.0570 0.9299 -5.1134  0.449
H 1.2565 2.8879 -3.5705  0.347
H -4.4272 -1.8045 -3.0620  0.518
C -1.1129 -4.5206 3.2760  -1.136
C -0.7342 -4.4106 1.8049  -0.351
S -0.7425 -2.6685 1.2956  0.832
O 0.1768 -2.5777 0.1120  -0.697
C -2.4212 -2.6136 0.6118  -0.331
C -2.5723 -3.4457 -0.6508  -1.169
H -1.0519 -5.5560 3.6138  0.423
H -2.1328 -4.1694 3.4511  0.288
H -0.4344 -3.9158 3.8793  0.190
H -1.3947 -4.9867 1.1601  0.443
H 0.2964 -4.7142 1.6279  0.048
H -2.5927 -1.5552 0.3964  0.039
H -3.0974 -2.9172 1.4167  0.406
H -1.7809 -3.1872 -1.3535  0.260
H -3.5378 -3.2419 -1.1122  0.296
H -2.5225 -4.5162 -0.4540  0.407

## Properties
expectation value of S²	0.758
highest occupied orbital energy (alpha / beta)	-0.1320 / -0.1313	Ha
charge	-1
LUMO energy (alpha / beta)	0.0697 / 0.0696	Eh
2S+1	2
gap between HOMO and LUMO (alpha / beta)	0.20162 / 0.20096	Eh

6 unconnected molecules or ions with the total composition C12H36O6S6. Source: the Open Molecules 2025 dataset; level of theory: the ωB97M-V functional and the def2-TZVPD basis.

Each line ends with the natural charge from an NBO analysis.
Geometry (Å):
C -3.1715 -0.4686 4.6339  -0.832
S -3.5502 0.0385 2.9881  1.242
O -3.6546 1.5552 3.0749  -0.970
C -2.0903 -0.4512 2.1297  -0.878
H -4.1383 -0.5419 5.0296  0.236
H -2.5306 0.2373 5.1267  0.245
H -2.6035 -1.4001 4.6799  0.226
H -2.1755 -0.0199 1.1273  0.248
H -1.9735 -1.5248 1.9786  0.241
H -1.1292 -0.1364 2.5541  0.242
C -3.0128 -4.7074 2.4833  -0.796
S -3.4398 -5.1383 0.7163  1.202
O -2.2466 -4.6651 -0.1230  -0.989
C -3.2168 -6.9460 0.8552  -0.800
H -2.1426 -5.2417 2.7765  0.222
H -3.7826 -5.1846 3.0732  0.225
H -2.8564 -3.6360 2.6686  0.235
H -2.3166 -7.2375 1.3371  0.230
H -3.2461 -7.2410 -0.1683  0.243
H -4.1180 -7.3502 1.3551  0.227
C 4.5627 5.2509 -1.5126  -0.845
S 3.3741 4.2779 -0.5707  1.281
O 2.1038 4.1559 -1.3878  -1.009
C 4.0600 2.6387 -0.7260  -0.833
H 4.7701 4.7825 -2.4926  0.221
H 5.5367 5.3327 -1.0041  0.236
H 4.0763 6.2126 -1.7637  0.253
H 4.3900 2.4573 -1.7933  0.217
H 3.3044 1.8829 -0.6822  0.249
H 4.8475 2.5098 0.0101  0.237
C 0.1108 0.5921 -5.1968  -0.860
S 0.8152 2.1908 -5.4873  1.224
O -0.4508 3.0754 -5.7338  -0.948
C 1.3755 2.2108 -3.8281  -0.859
H -0.5869 0.4801 -4.3754  0.225
H 0.7282 -0.2698 -5.2275  0.225
H -0.6167 0.7047 -6.0049  0.254
H 1.9044 1.3176 -3.5713  0.224
H 0.4945 2.1641 -3.1519  0.243
H 2.0000 3.1794 -3.6587  0.266
C 0.1196 2.1889 0.5233  -0.840
S 0.9343 2.0335 2.1075  1.217
O 1.8640 3.2803 2.1823  -1.003
C -0.3563 2.4254 3.2524  -0.840
H -0.1505 3.2679 0.5502  0.249
H -0.7289 1.4911 0.3663  0.227
H 0.8870 2.2122 -0.2854  0.261
H -1.2363 1.9351 2.9022  0.239
H -0.4091 3.5808 3.2043  0.253
H -0.2004 2.1214 4.2487  0.232
C 0.9203 -3.2113 -0.1417  -0.826
S 0.4680 -1.5062 -0.4372  1.220
O 1.0912 -0.6503 0.6444  -1.001
C 1.1199 -0.9564 -2.0242  -0.831
H 0.1956 -3.6045 0.6390  0.258
H 1.8427 -3.6277 0.0939  0.233
H 0.5084 -3.5985 -1.0633  0.231
H 0.3830 -0.7526 -2.7126  0.230
H 1.7649 -1.6866 -2.4978  0.235
H 1.5780 -0.0291 -1.6906  0.254

## Properties
highest occupied orbital energy	-0.2960	Ha
LUMO energy	0.0086	Eh
gap between HOMO and LUMO	0.30453	Eh

A gas-phase ion, C8H18N5S (charge +1). Source: the Open Molecules 2025 dataset; level of theory: the ωB97M-V functional and the def2-TZVPD basis.

Each line ends with the natural charge from an NBO analysis.
Geometry (Å):
C 1.0481 0.4143 -0.3292  0.303
C -0.4437 0.4851 0.0415  0.365
C 1.3847 -1.1484 -0.7340  -0.367
C 4.0318 1.2251 0.7138  -0.598
C -3.6843 0.6537 -0.2401  -0.628
C -1.5887 -3.0712 2.4495  -0.790
C 3.2228 1.3519 -0.6325  -0.245
C -2.5024 1.3454 -0.9024  -0.250
N 1.8244 1.3529 -0.3568  -0.364
N -1.1734 0.8311 -0.9032  -0.452
N -0.7790 0.1067 1.2825  -0.848
N 0.3216 -1.9963 -0.7388  -0.218
N -0.1498 -2.1817 0.4072  -0.254
S -1.5505 -2.9037 0.6870  0.693
H 2.0064 -1.0134 -1.5925  0.261
H 2.0926 -1.5139 0.0633  0.245
H 4.0973 2.1982 1.1592  0.231
H 3.4981 0.4989 1.2824  0.195
H 5.0707 0.9048 0.3294  0.227
H -4.4613 1.3632 -0.3450  0.231
H -4.0794 -0.2066 -0.8216  0.210
H -3.5511 0.4065 0.7739  0.190
H -1.8196 -4.1415 2.4861  0.266
H -2.3006 -2.3265 2.9445  0.275
H -0.5549 -2.9953 2.8425  0.269
H 3.5600 0.6428 -1.3706  0.182
H 3.4272 2.4754 -1.0686  0.221
H -2.3306 2.3513 -0.5475  0.212
H -2.8256 1.2848 -1.9193  0.208
H -1.3806 0.8457 1.7837  0.417
H -0.1246 -2.2847 -1.6291  0.418
H 0.1094 -0.1443 1.8797  0.397

## Properties
highest occupied orbital energy (alpha / beta)	-0.4365 / -0.4365	Ha
charge	+1
LUMO energy (alpha / beta)	-0.1873 / -0.1873	Eh
gap between HOMO and LUMO (alpha / beta)	0.24919 / 0.24923	Eh

2 unconnected molecules or ions with the total composition C7H11N2O2. Source: the Open Molecules 2025 dataset; level of theory: the ωB97M-V functional and the def2-TZVPD basis.

Each line ends with the natural charge from an NBO analysis.
Geometry (Å):
C 0.1742 -0.6064 2.6977  -0.539
C 1.4736 0.0927 2.2673  -0.607
C -0.8007 0.1249 1.7949  0.771
O -0.7737 1.4067 1.7982  -0.799
O -1.6205 -0.6197 1.1217  -0.817
H 0.0812 -1.6120 2.2814  0.214
H -0.2052 -0.6203 3.7435  0.206
H 2.4027 -0.5145 2.1755  0.182
H 1.6931 1.0438 2.9428  0.206
H 1.3053 0.4092 1.2102  0.229
C 0.9508 -1.9305 -2.3977  -0.636
C -0.7690 -0.3575 -1.1520  -0.048
C 0.3526 -0.7227 -1.8569  0.014
C 0.4691 1.4624 -1.5976  0.156
N -0.8088 1.0413 -1.1934  -0.580
N 1.0331 0.4630 -2.2304  -0.498
H -1.5619 -1.0153 -0.6648  0.281
H -1.3228 1.2581 -0.3276  0.454
H 1.8257 -1.5166 -2.8586  0.231
H 0.2933 -2.4394 -3.0693  0.195
H 0.7502 2.4922 -1.5910  0.182
H 1.2187 -2.6881 -1.7690  0.202

## Properties
highest occupied orbital energy	-0.1567	Ha
charge	-1
LUMO energy	0.1427	Eh
gap between HOMO and LUMO	0.29938	Eh

So what do the calculations give for ΔE to the lowest compared entry with this formula, charge and spin? Going down the list: 30.1 27.2 35.9 68.6 91.4 51.5 kcal/mol.